1.
Below is a 4-piece molecular cluster, C26H44FN6O3 overall, with properties calculated with wB97M-V/def2-TZVPD.

```
! wB97M-V def2-TZVPD RIJCOSX def2/J DEFGRID3
* xyz 1 1
C -6.2711 -0.1062 3.0949
C -5.0882 0.0698 3.0897
C -3.6517 0.2810 2.9991
C -2.9939 -0.7403 2.0288
C -2.0574 -0.0750 1.0365
N -0.7542 0.3221 1.6688
C 0.1767 0.8070 0.6057
C -0.2778 2.1451 0.0268
C 0.9104 3.0418 -0.3019
F 0.5355 4.3657 -0.1397
C -0.1140 -0.7706 2.5244
N 0.0058 -0.1388 3.8307
C 0.4815 -0.9630 4.9520
C -0.2462 -0.6898 6.2250
O 1.4061 -1.7128 4.8312
C 0.9034 1.0444 3.7490
C 2.3720 0.8222 3.5427
O 0.4035 2.1269 3.8302
C -0.9461 -2.0614 2.4176
O -0.4557 -3.1085 3.1931
N -2.3278 -1.8235 2.7730
H -7.3259 -0.2382 3.0831
H -3.4662 1.3030 2.6593
H -3.1969 0.1625 3.9823
H -3.7945 -1.1650 1.4257
H -2.5271 0.8289 0.6538
H -1.8542 -0.7069 0.1745
H -0.9880 1.1151 2.2771
H 0.1839 0.0471 -0.1731
H 1.1798 0.8963 1.0149
H -0.8913 1.9619 -0.8494
H -0.8941 2.7053 0.7365
H 1.7423 2.8650 0.3850
H 1.2523 2.9037 -1.3249
H 0.8509 -0.9683 2.0498
H -1.3153 -0.8445 6.1041
H 0.1773 -1.3138 7.0055
H -0.0761 0.3544 6.4969
H 2.7336 1.4517 2.7335
H 2.6364 -0.2183 3.3860
H 2.8770 1.1459 4.4543
H -0.8196 -2.4129 1.3844
H -0.9106 -3.0835 4.0463
H -2.8240 -2.6872 2.5819
C -1.3880 2.4166 -5.6910
C -1.8818 3.8155 -5.3375
C -1.6649 4.1977 -3.8621
C -2.3422 3.2605 -2.9711
N -2.8703 2.5222 -2.2667
H -1.9285 1.6553 -5.1239
H -1.5466 2.2065 -6.7485
H -0.3269 2.3110 -5.4824
H -2.9465 3.8874 -5.5668
H -1.3716 4.5573 -5.9526
H -2.0485 5.2011 -3.6743
H -0.6069 4.1840 -3.5964
C 1.2671 -5.8327 -0.8864
C 2.2946 -5.2455 0.0725
C 1.8049 -3.9617 0.7564
C 1.5187 -2.9078 -0.2199
N 1.3041 -2.1100 -1.0199
H 1.0488 -5.1467 -1.7064
H 1.6377 -6.7588 -1.3226
H 0.3309 -6.0571 -0.3715
H 3.2240 -5.0362 -0.4594
H 2.5308 -5.9689 0.8532
H 2.5541 -3.5810 1.4525
H 0.8955 -4.1562 1.3292
C 3.7622 0.7254 -5.5418
C 3.6075 0.3832 -4.0654
C 2.1683 0.5582 -3.5638
C 1.7077 1.9384 -3.7082
N 1.3380 3.0191 -3.8320
H 3.5230 1.7722 -5.7344
H 4.7872 0.5563 -5.8686
H 3.1072 0.1083 -6.1593
H 4.2751 1.0077 -3.4688
H 3.8985 -0.6536 -3.8916
H 2.0904 0.2784 -2.5114
H 1.4860 -0.0842 -4.1240
*
```

Calculated values
Max |F|: 0.0141 hartree/bohr
Total energy: -1670.90177 hartree
HOMO-LUMO gap: 9.8 eV



2.
Below is C26H45AgNO17 as an isolated structure, with properties calculated with wB97M-V/def2-TZVPD.

```
! wB97M-V def2-TZVPD RIJCOSX def2/J DEFGRID3
* xyz 0 2
Ag -0.3849 -0.0472 0.0668
C 6.9441 0.9518 0.1010
C 6.1753 0.1718 0.9810
C 4.8062 -0.0833 0.5744
C 4.2751 0.4732 -0.6020
C 5.0411 1.3248 -1.3693
C 6.3619 1.4773 -1.0707
N 2.7651 0.4026 -0.8455
O 2.3486 0.8670 -1.8938
O 2.1082 -0.3481 -0.1086
H 8.0095 1.0851 0.2171
H 6.6084 -0.3098 1.8453
H 4.1297 -0.5694 1.2617
H 4.6599 1.6552 -2.3242
H 7.0115 2.0711 -1.6967
C -2.0891 1.0327 -5.8979
C -1.6915 0.6952 -4.5496
O -0.9390 -0.5224 -4.6051
C -0.4105 -1.1370 -3.5545
O -0.5430 -0.8137 -2.3752
O 0.3150 -2.0736 -4.0401
C 1.2512 -2.7278 -3.1100
H -2.8145 1.8456 -5.8636
H -2.3595 0.1094 -6.4102
H -1.3136 1.5060 -6.5002
H -2.6195 0.7097 -3.9780
H -1.0775 1.5528 -4.2746
H 0.6589 -3.3477 -2.4369
H 1.8499 -2.0826 -2.4670
H 1.9267 -3.3183 -3.7290
C -3.0723 1.8069 5.1601
C -2.4017 0.8742 4.2100
O -0.9455 1.0241 4.3585
C -0.0726 0.5179 3.4925
O -0.2950 -0.0686 2.4535
O 1.1258 0.5521 4.0438
C 2.2649 0.0208 3.4446
H -2.8627 2.8092 4.7865
H -2.7363 1.8048 6.1970
H -4.1395 1.5913 5.1086
H -2.5907 1.2560 3.2067
H -2.8048 -0.1309 4.3341
H 2.2849 -1.0638 3.5520
H 3.1661 0.3254 3.9767
H 2.4652 0.3608 2.4286
C 2.7697 -3.5453 1.5635
C 1.2686 -3.6149 1.8383
O 0.5145 -4.2188 0.7777
C -0.3880 -3.4897 0.0877
O -0.6546 -2.3424 0.2845
O -0.9421 -4.3021 -0.8423
C -2.1640 -3.9464 -1.5078
H 3.1955 -3.1449 2.4836
H 3.0796 -2.8644 0.7707
H 3.2572 -4.5165 1.4792
H 0.7899 -2.6873 2.1521
H 1.0849 -4.3299 2.6403
H -1.8796 -3.6562 -2.5192
H -2.6760 -3.1874 -0.9163
H -2.7892 -4.8188 -1.6980
C -3.3313 -3.6984 1.9648
C -3.2714 -2.1836 2.0854
O -3.8627 -1.7124 0.9034
C -3.5862 -0.4627 0.4114
O -2.7194 0.3402 0.7905
O -4.5196 -0.2582 -0.6113
C -4.4781 0.8451 -1.4908
H -4.3678 -4.0356 1.9721
H -2.7117 -4.2539 2.6688
H -2.8562 -4.0258 1.0400
H -2.2508 -1.8292 2.2296
H -3.9075 -1.8223 2.8935
H -5.3401 0.9455 -2.1503
H -3.5674 0.7462 -2.0816
H -4.4534 1.7622 -0.9022
C 1.1052 4.6991 -2.7327
C 1.6041 4.6242 -1.2945
O 0.5286 4.8329 -0.4908
C -0.2257 3.7739 -0.0256
O -0.1830 2.5449 -0.2668
O -1.0154 4.4075 0.8799
C -2.0165 3.6121 1.5420
H 0.5352 3.8017 -2.9734
H 1.9399 4.8916 -3.4068
H 0.4363 5.5469 -2.8802
H 2.3362 5.4201 -1.1586
H 2.1960 3.7588 -0.9967
H -1.5427 2.9912 2.3024
H -2.6441 3.0079 0.8870
H -2.6869 4.1649 2.2001
*
```

Calculated values
Max |F|: 0.1206 hartree/bohr
Total energy: -2498.32767 hartree
HOMO-LUMO gap (alpha / beta): 4.7 / 8.4 eV
Expectation value of S²: 0.76



3.
Below is C26H45ClF3O3PSZr as an isolated structure, with properties calculated with wB97M-V/def2-TZVPD.

```
! wB97M-V def2-TZVPD RIJCOSX def2/J DEFGRID3
* xyz 0 1
Zr 0.5689 0.0187 0.7328
Cl 2.8435 -0.1212 0.9501
P -2.2035 0.2926 0.0176
C 0.1279 0.2237 -1.7922
H -0.2424 0.1713 -2.7836
H 0.4835 -0.9654 -1.7344
C -2.6127 0.3554 1.8505
C -2.9390 -1.3181 -0.5660
C -3.9999 0.9097 2.1973
H -2.5881 -0.6972 2.1845
C -4.2221 0.8310 3.7183
H -4.0941 1.9502 1.8611
H -4.7993 0.3392 1.6940
C -3.1088 1.5176 4.5087
H -5.1982 1.2753 3.9652
H -4.2737 -0.2225 4.0021
C -1.7208 1.0381 4.0941
H -3.1831 2.5954 4.3857
H -3.2542 1.3138 5.5778
C -1.4952 1.1200 2.5695
H -0.9412 1.6282 4.5970
H -1.5743 0.0012 4.3952
H -1.4966 2.1684 2.2536
H -0.4402 0.6660 2.3780
C -3.1677 1.6279 -0.9018
C -2.9696 -1.3405 -2.0988
H -2.1998 -2.0734 -0.2475
C -3.3508 -2.7441 -2.5844
H -3.6685 -0.5937 -2.4827
H -1.9771 -1.0662 -2.4918
C -4.6769 -3.2201 -1.9840
H -3.4031 -2.7498 -3.6835
H -2.5613 -3.4349 -2.2864
C -4.6453 -3.1413 -0.4524
H -5.5087 -2.6280 -2.3711
H -4.8632 -4.2649 -2.2855
C -4.2832 -1.7361 0.0424
H -5.6153 -3.4392 -0.0239
H -3.8902 -3.8364 -0.0745
H -5.0641 -1.0229 -0.2416
H -4.2252 -1.7410 1.1411
C -2.8752 3.0416 -0.3785
H -2.7449 1.5465 -1.9188
C -3.4364 4.1288 -1.3155
H -3.3030 3.1719 0.6200
H -1.7996 3.2134 -0.2873
C -4.9506 3.9678 -1.5547
H -3.2441 5.1290 -0.8770
H -2.9166 4.0907 -2.2763
C -5.3135 2.5251 -1.9576
H -5.5035 4.2631 -0.6611
H -5.2648 4.6549 -2.3685
C -4.6930 1.4558 -1.0309
H -6.4144 2.4120 -1.9657
H -4.9606 2.3459 -2.9791
H -5.1646 1.5208 -0.0438
H -4.9594 0.4712 -1.4433
C 0.6772 2.0725 -0.3714
C 0.4999 1.6261 -1.8969
H -0.2087 2.5738 -0.0089
C 1.6153 2.0121 -2.8775
H -0.3863 2.0789 -2.2757
C 2.9755 1.8731 -2.2206
H 1.5962 1.4571 -3.8222
H 1.3844 3.0668 -3.1374
C 3.1497 2.8456 -1.0429
H 3.0688 0.8425 -1.8454
H 3.7536 2.0421 -2.9640
C 1.8999 3.0225 -0.1642
H 3.9984 2.5121 -0.4543
H 3.4288 3.8404 -1.4601
H 2.2224 2.8667 0.8982
H 1.5842 4.0868 -0.2304
F 1.5771 -5.2828 1.5958
C 1.4424 -3.9508 1.4729
F 1.9722 -3.3588 2.5786
F 2.1554 -3.5602 0.3816
S -0.2807 -3.2655 1.2768
O -0.7674 -3.7061 -0.0069
O -1.0557 -3.6603 2.3987
O 0.0382 -1.7533 1.2094
*
```

Calculated values
Max |F|: 0.1344 hartree/bohr
Total energy: -2789.71985 hartree
HOMO-LUMO gap (alpha / beta): 5.9 / 6.6 eV
Energy relative to the best compared isomer or geometry (same formula, charge and spin): 1.1725 eV



4.
Below is an isolated molecule of C26H45ClIN3O7S2, with properties calculated with wB97M-V/def2-TZVPD.

```
! wB97M-V def2-TZVPD RIJCOSX def2/J DEFGRID3
* xyz 0 1
H -0.3841 4.8161 4.1809
N -1.3487 4.9196 3.8079
C -1.2934 4.6411 2.5196
C 0.1260 4.2524 1.9283
C 0.2219 2.6978 1.4693
C 0.0017 1.8600 2.8342
N 1.0793 2.2225 3.8021
C 1.5552 1.0590 4.6063
O -0.8387 2.5136 0.5121
C -0.5025 1.6366 -0.5597
Cl 0.4689 0.1403 -0.0252
C 0.2330 2.3243 -1.7956
C 1.8142 2.5285 -1.6062
C 2.4215 3.0911 -2.9976
O 3.0574 1.9292 -3.6351
C 3.7250 2.3499 -4.8014
C 5.0406 1.6020 -5.2668
O 3.2707 3.2727 -5.4921
C -1.9371 1.0269 -1.0730
I -2.8888 2.1987 -2.6394
O -1.7372 -0.3486 -1.3893
C -2.9531 -1.1136 -1.3027
C -3.4267 -1.4578 0.1845
C -4.9400 -0.8948 0.3323
C -5.5177 -1.0270 1.8065
O -4.7878 -0.2754 2.8091
C -4.4424 1.0154 2.3543
C -5.4843 2.1524 1.9560
O -3.2380 1.2997 2.2913
C -2.7890 -2.4788 -2.1040
C -1.7562 -3.5115 -1.4512
C -0.4082 -3.6150 -2.3027
S 0.4049 -5.2272 -1.8243
C 2.1680 -4.8675 -1.4177
S 3.3155 -5.2517 -2.5938
N 2.6102 -4.2459 -0.1549
C 3.4947 -3.0721 -0.3977
C 3.7840 -2.2345 0.9472
O 3.8099 -3.1246 2.0904
C 4.3620 -4.4074 1.7269
C 3.4188 -5.1995 0.6731
H -2.2610 4.6592 1.9148
H 0.2882 4.8693 0.9695
H 1.0005 4.5233 2.6079
H 1.2730 2.5745 1.0664
H -1.0257 2.0625 3.2939
H 0.0280 0.7298 2.6447
H 1.8705 2.5285 3.2162
H 2.6365 0.8268 4.3513
H 0.9273 0.1214 4.5036
H 1.5306 1.3630 5.7075
H -0.2022 3.3822 -1.8847
H 0.1130 1.7357 -2.7724
H 1.9419 3.3370 -0.8097
H 2.3846 1.5777 -1.3833
H 3.1613 3.9350 -2.8491
H 1.5554 3.4961 -3.6084
H 4.8904 0.4712 -5.3268
H 5.9016 1.7984 -4.5530
H 5.3145 2.0486 -6.2824
H -2.6229 1.1020 -0.1537
H -3.8073 -0.5405 -1.8155
H -2.7512 -0.9003 0.9228
H -3.4889 -2.5618 0.4243
H -5.5745 -1.5950 -0.3239
H -5.0347 0.1374 -0.1308
H -5.4226 -2.1284 2.1110
H -6.6239 -0.7706 1.8220
H -5.5963 2.8479 2.8602
H -4.9821 2.7848 1.1442
H -6.4769 1.7604 1.5801
H -2.4763 -2.3334 -3.1921
H -3.8130 -2.9969 -2.1296
H -2.2583 -4.5449 -1.4994
H -1.5389 -3.3329 -0.3503
H -0.7068 -3.5914 -3.4012
H 0.2328 -2.7043 -2.0349
H 4.5037 -3.3368 -0.8576
H 2.9124 -2.3680 -1.0861
H 4.7811 -1.6850 0.7991
H 2.9513 -1.4740 1.0958
H 5.4280 -4.2762 1.3448
H 4.4519 -5.0018 2.7000
H 2.7582 -5.8741 1.3082
H 4.1174 -5.8532 0.0548
*
```

Calculated values
SMILES: [H]/N=C\C[C@@H](CNC)O[C@](Cl)(CCCOC(C)=O)[C@@H](I)O[C@H](CCCOC(C)=O)CCCSC(=S)N1CCOCC1
Max |F|: 0.0638 hartree/bohr
Total energy: -3262.62914 hartree
HOMO-LUMO gap: 7.6 eV



5.
Below is a 6-piece molecular cluster, C26H45FO17PS overall, with properties calculated with wB97M-V/def2-TZVPD.

```
! wB97M-V def2-TZVPD RIJCOSX def2/J DEFGRID3
* xyz 1 1
C -1.6177 0.8597 0.1153
C -2.3555 0.5465 1.4199
C -1.5470 -0.1311 2.5351
C -0.7018 -1.3246 2.0752
C 0.7017 -0.9348 1.5368
C 1.2509 0.2912 2.2922
P 2.9526 0.7110 1.9489
S 3.7836 -0.0265 0.0918
O 3.8412 -1.4313 0.2185
O 4.8864 0.8122 -0.1817
F 2.6407 0.3349 -0.8860
H -0.6487 1.3510 0.2540
H -1.5003 -0.0450 -0.4869
H -2.2250 1.5317 -0.4906
H -2.7554 1.4790 1.8268
H -3.1732 -0.1166 1.1568
H -2.2835 -0.4726 3.2664
H -0.9451 0.6137 3.0561
H -1.2273 -1.8133 1.2507
H -0.6119 -2.0783 2.8580
H 0.6280 -0.6856 0.4791
H 1.3880 -1.7781 1.6398
H 0.7288 1.2132 2.0336
H 1.2147 0.1501 3.3763
H 3.8633 0.1836 2.8649
H 3.1724 2.0878 1.8961
C -1.8683 0.4535 -6.7057
C -2.4866 1.1792 -5.5282
C -1.5395 1.9343 -4.6172
O -2.2180 1.8859 -3.3532
C -2.9989 0.7823 -3.3508
O -3.5529 0.3478 -2.3900
O -3.0574 0.2401 -4.5804
H -0.7801 0.5303 -6.6999
H -2.1311 -0.6016 -6.6756
H -2.2209 0.8601 -7.6510
H -3.2981 1.8365 -5.8468
H -1.3713 2.9683 -4.9038
H -0.5825 1.4152 -4.5168
C -1.5953 5.2432 5.8610
C -1.2521 4.0005 5.0635
C -0.2128 3.0715 5.6684
O 0.3709 2.4821 4.4907
C 0.2137 3.3495 3.4688
O 0.7694 3.2077 2.4141
O -0.6024 4.3413 3.8021
H -0.9850 5.3239 6.7604
H -1.4278 6.1310 5.2542
H -2.6391 5.2344 6.1654
H -2.1484 3.4370 4.7988
H -0.6262 2.2963 6.3064
H 0.5668 3.6195 6.2005
C 7.9228 0.4647 1.3033
C 8.1050 1.6433 2.2423
C 9.4929 2.2465 2.3343
O 9.5037 2.7748 3.6643
C 8.6386 2.0536 4.4137
O 8.5338 2.1126 5.5914
O 7.8925 1.2465 3.6114
H 8.8567 0.1636 0.8289
H 7.5369 -0.3904 1.8571
H 7.2197 0.7110 0.5127
H 7.3722 2.4277 2.0293
H 9.6843 3.0433 1.6212
H 10.2684 1.4811 2.2538
C -7.0231 -3.6366 -1.2734
C -6.2332 -2.5162 -0.6237
C -4.7923 -2.3615 -1.0675
O -4.1809 -1.7921 0.0994
C -4.8979 -2.1842 1.1799
O -4.5354 -2.0321 2.3046
O -6.0495 -2.7566 0.7967
H -6.4021 -4.2253 -1.9490
H -7.4209 -4.3010 -0.5086
H -7.8591 -3.2439 -1.8480
H -6.7547 -1.5612 -0.7108
H -4.6499 -1.6925 -1.9119
H -4.3263 -3.3302 -1.2662
C -0.4136 -4.7943 -3.2309
C -0.2777 -4.3554 -4.6778
C -0.1415 -2.8640 -4.9189
O -0.7012 -2.7118 -6.2237
C -1.6046 -3.7146 -6.4067
O -2.3829 -3.7585 -7.2976
O -1.4830 -4.6311 -5.4208
H -0.4532 -3.9384 -2.5551
H -1.3281 -5.3707 -3.1050
H 0.4237 -5.4203 -2.9289
H 0.5327 -4.8909 -5.1774
H 0.8848 -2.5046 -4.9153
H -0.7435 -2.2877 -4.2092
*
```

Calculated values
Max |F|: 0.0121 hartree/bohr
Total energy: -3135.97639 hartree
HOMO-LUMO gap: 9.0 eV
Energy relative to the best compared isomer or geometry (same formula, charge and spin): 0.0000 eV



> max |F| of number 5 (C26H45FO17PS)?

0.0121 hartree/bohr